--- 1 ---
This record from the Open Molecules 2025 dataset describes 3 unconnected molecules or ions with the total composition C3H12O3. The level of theory is wB97M-V/def2-TZVPD.

HOMO-LUMO gap (spin up / spin down) = 9.99 / 3.27 eV
Net charge = +1
Spin multiplicity = 2
E_LUMO (spin up / spin down) = -3.568 / -10.133 eV

Bonds (Å) are listed after each position.
Cartesian coordinates (Å):
1 C 0.94 -2.77 -1.83  O2 1.498, H3 1.090, H4 1.090, H5 1.090
2 O 2.30 -3.35 -1.55  C1 1.498, H6 0.960
3 H 0.72 -2.38 -0.83  C1 1.090
4 H 0.92 -2.00 -2.60  C1 1.090
5 H 0.19 -3.56 -1.91  C1 1.090
6 H 2.96 -2.66 -1.59  O2 0.960
7 C -0.46 2.58 2.35  O8 1.424, H9 1.090, H10 1.090, H11 1.090
8 O 0.19 2.53 1.08  C7 1.424, H12 0.960
9 H -1.34 3.22 2.28  C7 1.090
10 H -0.72 1.65 2.86  C7 1.090
11 H 0.27 3.05 3.00  C7 1.090
12 H 1.01 2.07 1.28  O8 0.960
13 C -1.21 -0.08 -0.53  O14 1.398, H15 1.090, H16 1.090, H17 1.090
14 O -1.74 1.12 -0.05  C13 1.398, H18 0.960
15 H -1.95 -0.81 -0.88  C13 1.090
16 H -0.61 0.24 -1.38  C13 1.090
17 H -0.50 -0.54 0.16  C13 1.090
18 H -0.98 1.68 0.14  O14 0.960

=====

--- 2 ---
This record from the Open Molecules 2025 dataset describes 3 unconnected molecules or ions with the total composition C3H12O3. The level of theory is wB97M-V/def2-TZVPD.

HOMO-LUMO gap (spin up / spin down) = 11.10 / 4.33 eV
Net charge = +1
Spin multiplicity = 2
E_LUMO (spin up / spin down) = -3.791 / -10.525 eV

Bonds (Å) are listed after each position.
Cartesian coordinates (Å):
1 C 0.55 1.07 1.34  O2 1.383, C3 1.497, H5 1.088, H6 1.021
2 O 0.84 2.41 1.19  C1 1.383, H7 0.940
3 C 0.02 0.85 -0.05  C1 1.497, C4 1.527, H8 1.103, H9 1.028
4 C 0.61 -0.37 -0.75  C3 1.527, H10 1.144, H11 1.103, H12 1.118
5 H 1.37 0.41 1.60  C1 1.088
6 H -0.34 1.01 1.83  C1 1.021
7 H 1.49 2.79 1.76  O2 0.940
8 H -1.07 0.87 -0.17  C3 1.103
9 H 0.47 1.59 -0.60  C3 1.028
10 H 0.54 -0.35 -1.89  C4 1.144
11 H 1.62 -0.72 -0.49  C4 1.103
12 H 0.02 -1.26 -0.42  C4 1.118
13 H 1.75 -3.29 -0.80  O15 0.926
14 H 0.41 -2.67 -0.87  O15 0.942
15 O 0.95 -3.23 -0.35  H13 0.926, H14 0.942
16 H -3.13 0.82 -0.95  O18 0.917
17 H -2.65 -0.08 0.06  O18 0.967
18 O -3.46 0.14 -0.43  H16 0.917, H17 0.967

=====

It is 2 that is the least stable of them.